Arrangement 1

Below is a cluster of 2 separate species, C2H7N2S in total, with properties calculated with ωB97M-V with the def2-TZVPD basis set.

Calculated values
Spin multiplicity: 1
Highest occupied orbital energy: -2.79 eV
Total charge: -1
LUMO energy: 4.2 eV

```
12
C2H7N2S | OMol25 | ωB97M-V with the def2-TZVPD basis set
C -0.488 -0.748 2.907
S 0.478 0.583 2.124
H -1.019 -1.520 2.132
H -1.384 -0.158 3.183
H 0.075 -1.333 3.751
N -0.189 0.195 -1.059
C 0.470 0.698 -2.205
N 0.342 0.599 -3.496
H -1.097 -0.089 -1.266
H 0.143 0.483 -0.047
H 1.498 1.030 -2.037
H 1.170 0.260 -3.987
```

Arrangement 2

Below is a cluster of 2 separate species, C2H7N2S in total, with properties calculated with ωB97M-V with the def2-TZVPD basis set.

Calculated values
Spin multiplicity: 1
Highest occupied orbital energy: -2.41 eV
Total charge: -1
LUMO energy: 3.8 eV

```
12
C2H7N2S | OMol25 | ωB97M-V with the def2-TZVPD basis set
C -2.223 0.889 1.610
S -1.943 0.076 -0.035
H -1.342 1.471 1.849
H -3.109 1.508 1.540
H -2.392 0.140 2.384
N 1.409 -0.803 0.025
C 2.339 -0.569 -0.943
N 3.143 0.416 -0.893
H 0.859 -0.001 0.312
H 0.798 -1.602 -0.106
H 2.353 -1.283 -1.777
H 3.765 0.442 -1.691
```

Stability summary: most stable arrangement 2, least stable arrangement 1.

Arrangement 1

Below is a cluster of 2 separate species, C7H9P in total, with properties calculated with ωB97M-V with the def2-TZVPD basis set.

Calculated values
Spin multiplicity: 1
Highest occupied orbital energy: -8.48 eV
LUMO energy: 0.6 eV
Structure (SMILES): C1=CCP=C1.C#CC

```
17
C7H9P | OMol25 | ωB97M-V with the def2-TZVPD basis set
C -0.968 -1.862 -1.350
C -1.355 -0.732 -1.344
C 1.118 0.699 0.598
C 0.990 2.000 0.415
C 0.144 0.178 1.594
C -0.128 2.624 1.202
C -0.187 -3.010 -1.413
P -0.818 1.319 2.242
H 1.893 0.180 0.141
H 1.565 2.548 -0.294
H -1.884 0.197 -1.546
H 0.188 -0.891 1.869
H 0.177 3.645 1.666
H -0.858 2.978 0.516
H -0.261 -3.617 -2.264
H 0.876 -2.769 -1.541
H -0.492 -3.489 -0.492
```

Arrangement 2

Below is a structure of composition C7H9P, with properties calculated with ωB97M-V with the def2-TZVPD basis set.

Calculated values
Spin multiplicity: 1
Highest occupied orbital energy: -8.35 eV
LUMO energy: 0.0 eV

```
17
C7H9P | OMol25 | ωB97M-V with the def2-TZVPD basis set
C 0.886 0.841 1.379
C 0.785 2.209 1.404
C 0.289 0.033 0.376
C -0.388 0.600 -0.579
C 0.233 -1.450 0.387
C -1.001 -0.410 -1.454
C -0.175 -1.684 -1.127
P -0.070 2.965 0.050
H 1.223 0.187 2.230
H 1.505 2.756 2.139
H 1.194 -1.894 0.501
H -0.453 -1.872 1.200
H -2.000 -0.595 -1.359
H -0.849 -0.090 -2.526
H 0.740 -1.688 -1.746
H -0.641 -2.672 -1.424
H -1.277 2.764 0.549
```

Stability summary: most stable arrangement 2, least stable arrangement 1.

Arrangement 1

Below is a structure of composition C46H36N5O12S3W, with properties calculated with ωB97M-V with the def2-TZVPD basis set.

Calculated values
Spin multiplicity: 1
Highest occupied orbital energy: -6.14 eV
Total charge: -1
LUMO energy: 0.5 eV

```
103
C46H36N5O12S3W | OMol25 | ωB97M-V with the def2-TZVPD basis set
W -0.153 -0.742 -0.352
O 0.929 0.859 -0.261
C 1.182 1.943 0.446
C 2.387 2.614 0.231
C 2.643 3.782 0.923
C 1.719 4.299 1.835
C 0.538 3.621 2.055
C 0.263 2.435 1.370
C -0.942 1.700 1.647
N -1.253 0.558 1.162
N -2.429 0.037 1.681
C -2.510 -1.192 1.330
O -1.558 -1.759 0.622
C -3.652 -2.044 1.703
C -3.673 -3.374 1.299
C -4.757 -4.176 1.621
C -5.818 -3.652 2.346
C -5.797 -2.322 2.748
C -4.717 -1.517 2.427
H 3.084 2.185 -0.477
H 3.577 4.303 0.754
H 1.931 5.217 2.366
H -0.190 3.997 2.764
H -1.646 2.117 2.362
H -2.845 -3.766 0.723
H -4.774 -5.209 1.299
H -6.667 -4.278 2.593
H -6.629 -1.910 3.305
H -4.688 -0.476 2.719
O -2.754 2.046 -2.632
S -1.611 1.181 -2.688
O -1.588 0.171 -3.701
O -1.356 0.655 -1.278
C -0.190 2.247 -2.932
C -0.485 3.602 -3.048
C 0.517 4.536 -3.249
C 1.836 4.120 -3.328
C 2.140 2.775 -3.198
C 1.142 1.827 -3.000
S 1.792 0.150 -2.916
O 1.833 -0.350 -4.252
O 3.035 0.268 -2.209
O 0.760 -0.646 -2.128
H -1.519 3.904 -2.977
H 0.261 5.583 -3.340
H 2.634 4.835 -3.481
H 3.167 2.440 -3.236
S 1.297 -5.288 -0.315
C 0.861 -3.757 -0.381
N 0.540 -2.630 -0.404
O -3.508 -1.045 -1.151
C -2.807 -1.763 -1.833
N -3.306 -2.652 -2.751
C -2.271 -3.315 -3.499
C -1.012 -2.736 -2.799
O 0.102 -3.062 -3.124
N -1.413 -1.872 -1.805
C -2.383 -4.833 -3.321
C -3.632 -5.415 -3.524
C -3.816 -6.780 -3.381
C -2.744 -7.591 -3.025
C -1.499 -7.020 -2.824
C -1.314 -5.650 -2.978
C -2.234 -2.945 -4.979
C -2.970 -1.881 -5.481
C -2.907 -1.559 -6.831
C -2.097 -2.287 -7.686
C -1.341 -3.339 -7.183
C -1.412 -3.668 -5.839
H -4.240 -2.504 -3.087
H -4.477 -4.794 -3.798
H -4.796 -7.211 -3.542
H -2.884 -8.658 -2.904
H -0.657 -7.636 -2.536
H -0.336 -5.218 -2.819
H -3.557 -1.265 -4.814
H -3.480 -0.720 -7.205
H -2.041 -2.030 -8.736
H -0.689 -3.902 -7.838
H -0.815 -4.481 -5.450
C 5.099 -3.443 5.764
C 4.302 -2.853 4.633
C 4.618 -3.124 3.313
C 3.891 -2.600 2.246
C 4.344 -2.953 0.853
C 2.780 -1.792 2.535
C 2.447 -1.491 3.869
C 1.300 -0.586 4.247
C 3.219 -2.022 4.892
C 1.952 -1.251 1.421
O 2.421 -1.103 0.292
O 0.684 -1.023 1.594
H 6.004 -3.928 5.399
H 4.512 -4.189 6.304
H 5.389 -2.674 6.482
H 5.468 -3.762 3.094
H 5.190 -3.638 0.909
H 4.628 -2.071 0.283
H 3.547 -3.441 0.292
H 1.328 0.353 3.691
H 1.345 -0.360 5.312
H 0.339 -1.050 4.026
H 2.967 -1.779 5.919
```

Arrangement 2

Below is a structure of composition C46H36N5O12S3W, with properties calculated with ωB97M-V with the def2-TZVPD basis set.

Calculated values
Spin multiplicity: 1
Highest occupied orbital energy: -5.81 eV
Total charge: -1
LUMO energy: 0.8 eV

```
103
C46H36N5O12S3W | OMol25 | ωB97M-V with the def2-TZVPD basis set
W 0.118 -0.548 0.119
O -0.988 0.899 0.952
C -0.885 1.346 2.235
C -1.846 1.080 3.129
C -1.599 1.248 4.591
C -0.469 2.223 5.006
C 0.433 2.614 3.899
C 0.309 2.128 2.662
C 1.395 2.330 1.731
N 1.443 1.584 0.714
N 2.405 1.851 -0.237
C 2.008 1.269 -1.314
O 0.878 0.591 -1.342
C 2.752 1.404 -2.582
C 3.752 2.368 -2.698
C 4.444 2.509 -3.887
C 4.145 1.683 -4.965
C 3.159 0.717 -4.845
C 2.458 0.573 -3.656
H -2.742 0.577 2.789
H -2.525 1.480 5.119
H -0.801 3.089 5.584
H 1.313 3.202 4.143
H 2.144 3.105 1.894
H 3.972 3.001 -1.848
H 5.217 3.262 -3.977
H 4.688 1.794 -5.897
H 2.929 0.065 -5.679
H 1.693 -0.183 -3.543
O 1.921 -3.668 -0.270
S 1.965 -2.982 -1.530
O 1.791 -3.764 -2.725
O 1.083 -1.765 -1.598
C 3.572 -2.198 -1.634
C 4.239 -2.288 -2.843
C 5.453 -1.645 -3.040
C 6.007 -0.901 -2.016
C 5.347 -0.807 -0.798
C 4.137 -1.457 -0.594
S 3.424 -1.201 1.027
O 3.521 -2.382 1.814
O 3.994 0.015 1.515
O 1.938 -0.945 0.655
H 3.777 -2.866 -3.632
H 5.949 -1.714 -4.000
H 6.944 -0.379 -2.159
H 5.756 -0.206 0.001
S -1.588 -4.937 0.115
C -1.004 -3.471 0.103
N -0.587 -2.366 0.101
O -2.457 -1.653 1.859
C -1.474 -1.550 2.552
N -1.455 -1.797 3.899
C -0.346 -1.148 4.554
C 0.511 -0.784 3.303
O 1.614 -0.300 3.389
N -0.171 -1.146 2.161
C -0.870 0.069 5.389
C -1.775 -0.445 6.477
C -1.760 0.014 7.728
C -0.756 0.974 8.180
C 0.168 1.444 7.345
C 0.184 1.116 5.887
C 0.484 -2.150 5.357
C 0.811 -3.352 4.729
C 1.596 -4.294 5.368
C 2.067 -4.051 6.652
C 1.754 -2.858 7.278
C 0.970 -1.908 6.633
H -2.355 -1.900 4.334
H -2.512 -1.195 6.212
H -2.472 -0.367 8.449
H -0.749 1.264 9.224
H 0.937 2.118 7.707
H 1.197 0.878 5.554
H 0.458 -3.545 3.723
H 1.849 -5.212 4.855
H 2.683 -4.786 7.153
H 2.124 -2.654 8.276
H 0.751 -0.985 7.148
C 0.221 2.366 -6.793
C -0.345 1.891 -5.484
C -0.772 0.577 -5.333
C -1.273 0.106 -4.124
C -1.638 -1.343 -3.956
C -1.389 1.009 -3.065
C -0.972 2.331 -3.183
C -1.074 3.272 -2.016
C -0.439 2.749 -4.396
C -2.032 0.564 -1.785
O -3.125 0.910 -1.438
O -1.348 -0.350 -1.064
H 0.831 1.590 -7.257
H 0.850 3.245 -6.649
H -0.573 2.631 -7.496
H -0.682 -0.113 -6.167
H -1.706 -1.834 -4.927
H -2.595 -1.461 -3.446
H -0.885 -1.860 -3.362
H -0.717 2.802 -1.095
H -2.110 3.567 -1.842
H -0.483 4.170 -2.197
H -0.081 3.769 -4.489
```

Stability summary: most stable arrangement 1, least stable arrangement 2.

Arrangement 1

Below is an isolated molecule of C3H4ClNOS, with properties calculated with ωB97M-V with the def2-TZVPD basis set.

Calculated values
Spin multiplicity: 1
Highest occupied orbital energy: -8.85 eV
LUMO energy: 0.5 eV
Structure (SMILES): N/C=C(\Cl)C(=O)S

```
11
C3H4ClNOS | OMol25 | ωB97M-V with the def2-TZVPD basis set
C 1.597 0.922 0.028
C 0.502 0.137 0.018
C -0.843 0.755 0.018
H 3.146 -0.485 -0.001
H 3.602 1.192 -0.098
H 1.397 1.975 0.105
H -1.680 -1.441 0.238
N 2.884 0.502 -0.082
O -0.960 1.952 0.050
S -2.344 -0.244 -0.057
Cl 0.646 -1.609 0.026
```

Arrangement 2

Below is a structure of composition C3H4ClNOS, with properties calculated with ωB97M-V with the def2-TZVPD basis set.

Calculated values
Spin multiplicity: 1
Highest occupied orbital energy: -9.34 eV
LUMO energy: 0.3 eV

```
11
C3H4ClNOS | OMol25 | ωB97M-V with the def2-TZVPD basis set
C -0.181 -0.006 -1.664
C 0.481 -0.133 0.761
C -1.014 0.013 0.823
N 0.988 0.642 -0.379
O 0.253 -0.126 -2.738
S -1.705 -0.248 -0.873
Cl 2.608 0.034 -0.818
H 0.757 0.416 1.630
H 0.801 -1.243 0.615
H -1.625 -0.493 1.535
H -1.362 1.144 1.109
```

Stability summary: most stable arrangement 1, least stable arrangement 2.

Arrangement 1

Below is an isolated molecule of C8H19NSi, with properties calculated with ωB97M-V with the def2-TZVPD basis set.

Calculated values
Spin multiplicity: 1
Highest occupied orbital energy: -8.40 eV
LUMO energy: 1.0 eV
Structure (SMILES): C[Si](C)(C)N1CCCCC1

```
29
C8H19NSi | OMol25 | ωB97M-V with the def2-TZVPD basis set
N 0.071 -0.342 0.362
C -0.531 -1.316 -0.541
C 1.478 0.089 0.119
C 0.366 -2.551 -0.679
C 2.365 -1.156 0.074
C 1.826 -2.088 -0.992
C -2.574 0.665 1.070
C -1.107 2.021 -1.266
C -0.215 2.306 1.713
Si -0.931 1.192 0.408
H -1.545 -1.594 -0.198
H -0.645 -0.872 -1.553
H 1.777 0.886 0.784
H 1.483 0.606 -0.851
H 0.339 -3.200 0.207
H -0.045 -3.189 -1.508
H 2.293 -1.621 1.073
H 3.420 -0.913 -0.100
H 2.516 -2.969 -1.083
H 1.828 -1.660 -1.974
H -3.125 -0.013 0.377
H -2.321 0.080 1.956
H -3.221 1.496 1.389
H -1.336 3.069 -1.123
H -0.147 1.979 -1.748
H -1.822 1.537 -1.959
H 0.624 2.911 1.375
H 0.136 1.654 2.519
H -0.956 2.994 2.150
```

Arrangement 2

Below is a cluster of 2 separate species, C8H19NSi in total, with properties calculated with ωB97M-V with the def2-TZVPD basis set.

Calculated values
Spin multiplicity: 1
Highest occupied orbital energy (spin up / spin down): -8.04 / -6.71 eV
LUMO energy (spin up / spin down): -0.2 / 0.0 eV

```
29
C8H19NSi | OMol25 | ωB97M-V with the def2-TZVPD basis set
C -2.704 -1.818 -0.175
C -1.550 -1.817 -0.792
C -1.059 -2.743 -1.810
C -0.295 0.947 -2.328
C -1.228 1.413 1.601
C 0.516 0.781 2.936
C 2.851 0.192 0.410
C 0.592 1.538 -1.231
N 0.138 1.023 1.567
Si 1.002 0.271 0.139
H -2.975 -1.011 0.555
H -3.424 -2.617 -0.421
H -0.665 -3.601 -1.298
H -0.264 -2.346 -2.380
H -1.941 -3.092 -2.516
H 0.269 0.460 -3.154
H -1.099 0.252 -1.807
H -0.821 1.665 -2.821
H -1.988 0.613 1.733
H -1.447 2.100 2.483
H -1.525 1.928 0.742
H -0.169 1.387 3.581
H 0.311 -0.274 3.155
H 1.495 0.986 3.253
H 3.106 -0.495 1.234
H 3.373 -0.171 -0.379
H 3.141 1.215 0.780
H -0.123 2.246 -0.707
H 1.383 2.066 -1.614
```

Stability summary: most stable arrangement 1, least stable arrangement 2.

Arrangement 1

Below is a cluster of 4 separate species, C5H16N2O4 in total, with properties calculated with ωB97M-V with the def2-TZVPD basis set.

Calculated values
Spin multiplicity: 1
Highest occupied orbital energy: -8.95 eV
LUMO energy: 0.6 eV
Structure (SMILES): [H]/N=C\NCCCC=O.O.O.O

```
27
C5H16N2O4 | OMol25 | ωB97M-V with the def2-TZVPD basis set
O -2.952 -0.442 -0.185
C -2.096 -1.145 0.313
C -0.684 -1.183 -0.211
C 0.380 -1.169 0.904
C 1.014 0.207 1.141
N 1.954 1.577 -2.117
C 1.423 1.421 -0.971
N 1.893 0.608 0.032
H -2.378 -1.855 1.114
H -0.621 -2.120 -0.768
H -0.505 -0.362 -0.906
H 1.171 -1.877 0.629
H -0.050 -1.485 1.861
H 0.241 0.957 1.281
H 1.623 0.198 2.049
H 2.799 1.058 -2.339
H 0.503 1.951 -0.754
H 2.613 -0.074 -0.160
H -1.874 1.211 1.641
H -3.042 0.632 2.462
O -2.102 0.499 2.275
H 2.452 -2.252 -2.918
H 2.275 -0.991 -2.096
O 2.597 -1.897 -2.023
H -2.344 1.425 -0.334
H -2.415 2.946 -0.034
O -1.876 2.163 0.114
```

Arrangement 2

Below is a cluster of 4 separate species, C5H16N2O4 in total, with properties calculated with ωB97M-V with the def2-TZVPD basis set.

Calculated values
Spin multiplicity: 1
Highest occupied orbital energy: -8.12 eV
LUMO energy: 0.8 eV
Structure (SMILES): N/C=C/C[C@H](N)C=O.O.O.O

```
27
C5H16N2O4 | OMol25 | ωB97M-V with the def2-TZVPD basis set
O 1.792 -0.003 -1.804
C 1.414 -1.111 -1.501
C 0.453 -1.374 -0.354
C -0.554 -0.191 -0.244
C -1.463 -0.168 -1.460
C -2.482 -1.009 -1.545
N -3.400 -1.029 -2.606
N 1.273 -1.593 0.819
H 1.763 -1.958 -2.121
H -0.094 -2.263 -0.639
H -0.002 0.714 0.001
H -1.083 -0.393 0.695
H -1.016 0.444 -2.240
H -2.759 -1.584 -0.676
H -3.785 -1.943 -2.771
H -3.089 -0.597 -3.456
H 0.771 -2.171 1.476
H 1.641 -0.784 1.305
H 1.983 1.568 -0.881
H 2.131 3.055 -0.414
O 1.849 2.182 -0.129
H 2.808 1.451 2.221
H 1.543 1.292 1.464
O 2.002 0.918 2.242
H -0.010 1.602 4.216
H -1.237 2.537 4.472
O -0.450 2.407 3.931
```

Stability summary: most stable arrangement 1, least stable arrangement 2.

Arrangement 1

Below is a structure of composition C2H3BrN2S, with properties calculated with ωB97M-V with the def2-TZVPD basis set.

Calculated values
Spin multiplicity: 1
Highest occupied orbital energy: -8.70 eV
LUMO energy: -0.2 eV

```
9
C2H3BrN2S | OMol25 | ωB97M-V with the def2-TZVPD basis set
C -1.374 0.264 -0.472
C 0.489 -0.653 0.174
N -0.703 -0.826 -0.488
N 0.493 0.559 0.765
S -0.572 1.689 0.088
Br 1.980 -0.859 -1.547
H -2.350 0.504 -0.907
H 0.752 -1.638 1.177
H 1.286 0.959 1.210
```

Arrangement 2

Below is an isolated molecule of C2H3BrN2S, with properties calculated with ωB97M-V with the def2-TZVPD basis set.

Calculated values
Spin multiplicity: 1
Highest occupied orbital energy (spin up / spin down): -8.70 / -8.63 eV
LUMO energy (spin up / spin down): -1.2 / -1.6 eV

```
9
C2H3BrN2S | OMol25 | ωB97M-V with the def2-TZVPD basis set
C -1.254 0.839 -0.623
C 0.899 -0.504 0.275
N -1.828 0.533 0.517
N -2.931 0.730 0.955
S 0.348 0.416 -0.969
Br -4.306 1.641 -0.165
H -1.766 1.403 -1.396
H 0.264 -0.724 1.111
H 1.918 -0.832 0.242
```

Stability summary: most stable arrangement 1, least stable arrangement 2.